No. 1
Molecular formula: C55H85Br4CaClFN2O15
Method: DFT, ωB97M-V/def2-TZVPD

```
164
Properties=species:S:1:pos:R:3:lowdin_charge:R:1
C 10.49 1.88 3.99 -0.065
C 4.24 0.90 -5.75 -0.879
H -0.94 -5.43 -2.03 0.073
H -5.16 4.17 0.77 0.099
H 8.03 -1.38 -2.31 0.108
C -3.82 3.02 -1.53 -0.144
C -2.37 1.76 2.63 -0.466
H -7.37 -3.13 0.98 0.099
H 6.37 3.36 -2.76 0.109
C -0.20 -5.56 -1.24 -0.040
Ca -2.46 -0.66 -1.68 1.488
H -1.86 4.66 -1.28 0.121
C 3.80 3.95 -3.29 -0.202
H 10.45 -2.07 0.17 0.068
H -5.54 -2.83 4.12 0.142
O -6.11 -8.46 0.96 -0.105
C 8.22 -0.59 -1.50 -0.211
H 7.91 -2.42 -0.15 0.107
H 7.25 0.86 3.32 0.083
H 2.84 3.16 -1.32 0.095
F -0.55 -1.60 -5.37 -0.407
C -6.33 -0.35 -1.71 -0.040
H 0.00 3.87 -2.75 0.124
H 8.52 -0.07 4.14 0.084
H 10.75 1.11 4.73 0.078
C -0.29 -0.99 -2.97 -0.161
H 6.28 5.11 3.92 0.118
C -3.54 -4.42 -3.72 0.016
C -3.21 -7.50 1.79 -0.225
H -3.88 3.97 -0.88 0.107
H 6.03 -0.05 -0.97 0.123
H -2.33 1.55 -0.73 0.051
H -0.74 -1.65 -2.11 0.025
C 3.68 3.40 2.43 -0.377
H -4.04 -7.43 1.08 0.094
H 2.87 4.11 -3.93 0.098
H -1.21 3.70 0.19 0.075
H 10.95 2.82 4.30 0.077
Br 5.62 8.23 -2.73 0.556
O 3.40 -0.17 -5.61 0.016
O -5.71 -9.37 2.88 -0.093
H -2.30 -9.26 0.91 0.078
H -8.08 -0.95 -0.24 0.099
H 4.62 4.74 -3.46 0.089
H 9.06 2.79 2.06 0.089
H -5.54 2.70 3.42 0.103
C 4.45 4.51 4.96 -0.400
O 8.69 3.05 2.92 -0.062
C -7.74 -4.44 4.10 0.022
C -2.67 -8.92 1.88 -0.057
O -0.81 -5.63 0.04 -0.016
O 3.35 2.92 1.36 0.093
C -5.14 -2.30 -3.18 -0.056
C 8.33 0.73 3.42 -0.058
C -5.87 2.07 0.12 -0.077
N -6.19 -9.44 1.73 -0.640
H -3.08 3.83 1.82 0.091
H -2.05 2.06 -2.49 0.099
H 10.28 -0.22 0.40 0.074
H -8.18 -4.68 1.38 0.117
C 3.15 3.82 4.79 0.009
H -3.44 -5.55 -3.76 0.113
C -3.39 3.04 2.59 -0.225
H -6.40 -5.83 2.26 0.109
C 8.98 2.03 3.86 -0.496
C 3.86 8.66 -3.45 -1.591
H 0.18 5.77 -0.88 0.108
H 4.25 4.42 -1.11 0.098
H -4.03 3.37 -2.61 0.138
H 0.71 -1.49 -3.25 0.012
H 0.40 -6.46 -1.43 0.106
H -8.87 -0.75 3.12 0.112
C -7.90 -3.69 1.75 0.015
H 10.94 1.61 3.03 0.078
C -6.53 -1.63 -2.69 -0.263
H -0.03 0.05 -2.55 0.096
H -1.82 -8.96 2.57 0.081
H 2.74 6.14 -1.06 0.066
H 5.50 2.40 -1.41 0.084
Br 3.30 7.38 -4.78 0.607
O 3.59 1.97 -5.94 -0.101
H -2.06 1.44 1.59 -0.066
C -7.00 1.01 0.45 -0.001
C 2.79 3.31 3.62 0.010
H 7.27 1.33 -0.74 0.103
O -6.75 -10.48 1.35 -0.051
O -8.04 -1.06 2.72 -0.095
C -2.40 -3.41 -4.04 0.014
O -2.18 -6.56 1.44 0.015
C 5.33 4.61 3.78 0.013
H -7.06 -4.59 4.94 0.117
C -1.78 -6.56 0.16 -0.595
H 7.60 -0.79 0.68 0.086
O -3.90 1.22 -4.17 0.060
N -6.97 -3.89 2.94 -0.342
C -7.16 -1.43 3.77 -0.205
H 5.61 4.15 1.73 0.122
C -4.94 -3.83 -3.27 0.025
H -8.18 -5.40 3.80 0.121
H 7.42 1.32 -3.51 0.113
H -5.23 -5.05 3.38 0.113
H -3.28 3.53 3.64 0.105
C 4.42 2.45 -3.44 -0.194
H 1.22 4.55 0.16 0.109
H 1.84 2.80 3.47 0.028
H -1.56 0.16 -4.59 0.144
H -6.77 3.52 1.57 0.108
C 0.92 4.87 -0.90 -0.200
H 2.52 3.77 5.67 0.115
H -8.54 -3.75 4.37 0.099
H 9.66 -1.38 1.73 0.057
Cl -0.22 2.00 2.13 0.083
H -5.69 -2.27 2.43 0.137
C 6.99 0.43 -1.40 -0.236
H 2.06 5.76 -2.72 0.047
H -1.42 2.06 3.26 -0.115
Br 1.01 -3.04 -5.05 0.205
H -7.65 1.14 1.38 0.100
H 8.70 0.42 2.44 0.043
O -7.67 -2.08 -2.98 0.056
C 8.30 -1.34 -0.05 -0.257
H -2.84 0.85 3.19 0.058
H -8.80 -3.18 2.08 0.097
H 5.84 0.36 -3.43 0.101
C -5.72 3.27 1.20 -0.144
O 4.77 4.99 6.04 0.075
O -2.19 -7.27 -0.72 0.124
C 4.97 4.09 2.61 0.027
C -2.31 2.46 -1.44 -0.206
H -6.55 -0.56 4.02 0.130
C 3.35 4.10 -1.74 -0.204
H -3.59 -7.20 2.77 0.111
H -1.37 -3.82 -4.35 0.026
C -5.19 0.70 -2.04 -0.055
C -1.37 3.66 -0.94 -0.211
C -5.90 -4.90 2.53 0.020
C 2.24 5.30 -1.69 -0.243
H 3.95 9.63 -3.95 -0.036
C -7.25 -0.20 -0.47 0.000
O 5.46 0.68 -5.67 -0.036
H -5.82 -4.50 -3.00 0.113
H -5.36 -4.49 1.68 0.114
H 2.61 0.39 -5.73 0.082
H 4.66 2.21 -4.53 0.063
H -3.44 -9.61 2.22 0.067
H -4.88 1.43 2.27 0.080
C 9.78 -1.25 0.59 -0.157
H 0.64 2.66 -1.52 0.102
C -1.30 -0.91 -4.29 -0.246
H 9.19 -0.02 -1.75 0.109
C 0.10 3.66 -1.62 -0.195
C -4.33 0.35 -3.35 -0.329
C -4.94 1.95 -1.16 -0.048
C -6.24 -2.58 3.32 -0.071
Br 2.55 8.88 -2.04 0.570
C -4.01 -1.25 -3.51 -0.151
C 6.54 1.04 -2.84 -0.194
C -4.93 2.57 2.46 -0.206
H 3.63 1.73 -2.99 0.126
H 8.56 2.35 4.82 0.137
C 5.75 2.43 -2.52 -0.198
C -2.58 -1.85 -3.96 -0.161
H -7.74 -1.71 4.65 0.116
H 0.47 -4.70 -1.25 0.093
```

Calculated values
Electronic energy   -405929.0692 eV
Highest occupied orbital energy   -4.43 eV
Total charge   -1

No. 2
Molecular formula: C55H86BrN2O18
Method: DFT, ωB97M-V/def2-TZVPD

```
162
Properties=species:S:1:pos:R:3:lowdin_charge:R:1
O 5.81 -0.34 3.31 -0.019
O 2.62 4.28 1.76 -0.071
H -4.92 -0.02 -3.93 0.120
H -4.28 7.77 4.68 0.125
H 5.88 -4.24 5.34 0.120
H -1.05 -3.16 -10.73 0.121
H -0.91 -1.27 4.63 0.114
H 6.02 2.49 1.86 0.125
H 0.97 -2.82 -9.53 0.125
O -3.45 -3.65 -3.69 0.007
H 4.51 -5.07 7.11 0.127
O 3.42 -2.12 -7.96 0.127
C -0.41 -4.05 -10.70 -0.150
H 2.90 3.81 -0.20 0.125
H 2.54 1.90 2.06 0.116
C -2.95 -3.32 -4.92 -0.476
H -2.58 3.59 -8.60 0.126
Br 3.21 -0.15 -1.44 0.877
O -3.21 -2.28 -5.46 0.119
H -1.23 4.18 -7.60 0.132
H 6.12 0.46 0.65 0.101
H 0.68 1.96 3.12 0.105
C 2.39 2.06 0.98 -0.153
H -0.70 1.79 -7.67 0.116
C -4.78 5.96 5.74 -0.496
H -0.02 -4.22 -11.70 0.119
H 2.75 -3.98 -6.09 0.111
H -5.48 -0.71 0.70 0.094
H -3.37 -0.95 3.39 0.123
H 2.02 -3.35 0.15 0.122
C -4.02 -1.70 1.53 -0.262
H 6.29 -3.06 6.58 0.121
H 0.17 1.13 8.02 0.110
C -2.00 3.20 6.25 -0.103
H 4.68 -1.46 5.63 0.140
C -1.82 2.04 -5.80 -0.155
H -2.08 1.06 -5.42 0.116
H -4.08 6.87 8.67 0.125
C -2.18 0.56 -2.01 -0.143
C 0.67 -3.86 -9.64 -0.067
H 3.11 -2.88 -3.57 0.101
H -3.27 -6.13 -4.98 0.122
H -0.77 -6.18 -10.44 0.129
O -4.66 5.69 7.06 0.015
H 1.24 -0.19 2.85 0.112
C -0.97 2.80 7.32 -0.260
H -0.97 0.51 4.23 0.099
C -0.27 -1.37 0.45 -0.308
C -2.04 -4.41 -5.41 -0.076
H -2.07 -4.69 -2.57 0.117
C 3.30 -2.02 -6.78 -0.478
O -3.79 4.77 -6.47 0.127
C -0.39 1.40 7.11 -0.223
O 2.51 -2.68 4.25 0.092
H -1.48 2.86 8.30 0.104
H -1.22 0.68 7.04 0.115
H -1.93 3.03 2.24 0.083
C -4.39 1.84 -2.97 -0.073
C -2.89 -4.90 -3.26 -0.160
H 1.15 3.77 0.35 0.112
H 0.24 2.00 5.15 0.077
H -1.54 3.32 5.26 0.052
C -3.47 2.52 -2.20 -0.068
C -0.36 -0.39 4.27 -0.141
O -4.81 5.12 4.89 0.116
C -0.53 -0.39 1.63 -0.264
H -1.60 2.46 -1.13 0.112
C 0.60 1.31 5.93 -0.207
H 1.66 -2.56 -4.53 0.114
H -3.31 8.13 6.80 0.118
H -2.21 -4.62 -6.46 0.113
C -1.69 2.07 -7.31 -0.153
H -0.84 1.39 0.51 0.106
C -2.04 -0.15 1.86 -0.103
H -0.27 -3.14 1.81 0.089
H 2.71 -0.34 0.96 0.100
C 5.66 1.01 3.39 -0.482
H 1.07 1.61 -0.60 0.127
C 0.74 -0.12 5.37 -0.177
C 6.89 0.54 1.42 -0.148
H -3.65 -5.47 -2.73 0.125
H -2.20 0.71 2.51 0.114
C -0.04 1.07 1.19 -0.179
H 4.15 -3.45 7.73 0.131
H -2.45 4.18 6.47 0.054
C -2.08 3.51 -7.64 -0.073
O -1.20 -1.19 -0.62 0.070
C -2.43 -5.59 -4.53 -0.143
C 2.19 3.54 0.61 -0.226
H -2.84 2.49 6.20 0.083
O 3.14 -0.82 -6.15 0.031
H 0.58 -1.81 2.98 0.082
H 1.55 -4.48 -9.83 0.138
C 5.47 -3.46 5.98 -0.144
C -1.20 -5.22 -10.15 -0.146
C -3.03 3.85 -6.51 -0.484
C 2.01 -0.20 0.13 -0.540
C -4.90 7.45 5.51 -0.075
H -3.56 -1.93 0.55 0.104
C 2.75 -2.47 -4.52 -0.165
N 1.98 -2.47 0.64 0.121
C -4.21 0.51 -3.29 -0.050
C 6.82 -0.67 2.34 -0.151
C -0.97 -0.26 -1.59 -0.370
O 0.34 -4.18 -7.26 0.102
C -0.01 -4.36 -8.39 -0.466
H -0.43 4.18 2.45 0.074
H 6.53 -1.58 1.81 0.125
H -2.97 -1.17 -3.04 0.105
C 4.75 -2.43 5.13 -0.074
H 0.65 -0.83 6.20 0.112
H 1.98 -2.49 1.65 0.097
H 5.19 -2.32 4.15 0.102
H 3.34 1.76 0.51 0.075
C 4.34 -4.03 6.82 -0.140
H -2.28 -2.19 2.79 0.104
H -4.58 -2.56 1.94 0.123
H 7.44 2.07 2.88 0.137
C 3.36 -3.02 5.03 -0.473
H -0.31 -3.54 0.07 0.098
C 1.30 1.13 0.36 -0.256
H -2.24 -5.20 -10.44 0.127
H -2.55 0.13 0.92 0.117
C -2.87 -1.32 2.48 -0.155
C -4.76 6.91 7.82 -0.152
O 0.06 -0.13 -2.20 0.114
C -0.04 2.11 2.31 -0.146
H -1.00 -4.11 -5.25 0.115
H -0.90 2.38 -5.30 0.128
C -3.09 -0.12 -2.78 -0.036
C -2.34 1.91 -1.71 -0.022
H -0.19 3.57 7.34 0.109
H 7.85 0.65 0.92 0.120
H 1.76 -0.20 4.97 0.091
O -4.89 -0.59 1.45 -0.055
H 1.59 1.67 6.26 0.116
C -0.85 3.19 2.31 0.049
H -5.94 7.70 5.34 0.133
C 3.34 -3.14 -5.75 -0.070
O 3.17 -3.95 5.98 0.044
H -4.82 8.98 7.10 0.117
C -4.39 8.02 6.84 -0.157
H -2.42 1.38 -7.75 0.121
O -2.88 2.97 -5.49 0.010
O 4.94 1.54 4.18 0.129
H 2.48 5.23 1.61 0.091
H -1.63 -6.30 -4.36 0.119
H 4.14 -0.79 -4.34 0.111
H 2.43 -0.32 -4.27 0.086
H 7.76 -0.85 2.86 0.132
H -3.69 3.57 -2.00 0.120
O -1.10 -5.10 -8.71 0.018
C -0.66 -2.83 0.84 0.030
H -5.27 2.33 -3.38 0.120
H 4.38 -3.43 -5.60 0.134
C 0.29 -0.75 2.89 -0.115
C 3.14 -1.01 -4.73 -0.214
H -1.75 -2.94 0.83 0.083
C 6.55 1.69 2.37 -0.064
H 1.19 -1.73 -0.96 0.147
H -5.78 7.01 8.19 0.128
N 1.20 -1.46 0.03 -0.070
```

Calculated values
Electronic energy   -168299.8065 eV
Highest occupied orbital energy   -10.61 eV
Total charge   +1
Relative energy (zero: lowest compared OMol25 entry of this formula, charge and spin)   21.9 kcal/mol

No. 3
Molecular formula: C55H88BN9O12
Method: DFT, ωB97M-V/def2-TZVPD

```
165
Properties=species:S:1:pos:R:3:lowdin_charge:R:1
H -3.43 4.79 1.78 0.105
C -4.00 1.58 1.99 -0.127
H 0.15 -2.05 -0.77 0.097
H -4.85 1.26 -0.03 0.080
O 2.47 3.50 3.56 0.116
C 0.50 -6.30 -0.49 -0.154
H 1.55 -3.26 6.44 0.079
C -3.53 -2.44 -0.08 -0.084
N -1.89 -1.04 7.15 0.014
C -2.70 -2.15 5.42 -0.119
H -3.63 -2.04 -2.16 0.079
H -6.56 5.98 -5.43 0.111
C 1.72 2.27 -4.65 -0.115
H 1.59 -3.93 -3.18 0.091
C 4.07 -5.04 -2.44 -0.145
H 7.22 -0.35 0.91 0.120
H -1.99 0.93 6.37 0.111
C 6.44 -0.16 0.16 -0.295
H 2.07 4.22 -3.69 0.092
C 4.02 1.90 2.54 -0.391
C -5.87 5.90 -4.58 -0.324
H 1.78 0.41 1.28 0.123
H -1.54 0.23 -0.34 0.115
H 4.30 -2.97 -3.17 0.109
H -0.90 1.24 3.85 0.056
H 4.35 -6.70 -1.03 0.090
C -2.76 -0.79 5.12 -0.109
H -5.37 6.87 -4.50 0.109
H -3.13 2.86 3.62 0.091
H -5.23 -2.53 -1.44 0.122
O -6.61 5.66 -3.38 -0.093
H 3.52 -5.48 -3.26 0.090
C 1.73 0.15 -1.33 -0.094
C -2.12 -2.29 6.67 -0.148
O 6.57 -1.09 -0.91 -0.098
C -2.12 0.84 -3.99 -0.085
C 0.78 -1.57 -0.03 -0.065
N 5.17 -3.54 -1.26 0.023
H 1.37 4.08 2.14 0.095
C -4.92 4.76 -4.85 -0.092
H -0.92 -0.62 -1.76 0.122
H 6.34 2.04 0.34 0.074
H 0.43 -1.74 0.99 0.111
C 6.43 1.24 -0.40 -0.080
H -2.21 -0.25 -3.89 0.042
H 0.84 1.36 3.64 0.066
H -2.97 1.08 -4.64 0.054
C -3.59 2.75 2.66 -0.096
N 1.03 4.37 1.23 0.042
H -3.20 -0.29 4.27 0.074
H -2.20 2.73 -3.00 0.103
H -4.42 4.97 -5.80 0.078
C -0.49 4.80 -0.38 -0.123
H 0.07 1.74 -2.39 0.093
C -3.75 3.76 1.70 -0.155
C 2.25 -1.96 -0.30 -0.120
C 2.91 -0.68 -0.85 -0.139
H -4.86 0.42 -4.19 0.078
H -2.55 -2.01 0.12 0.061
H -3.33 -3.52 -0.07 0.061
H -5.24 -0.35 -1.78 0.024
H 5.65 -4.79 0.44 0.109
C 4.58 -5.68 -1.29 -0.117
C -0.76 -5.32 1.07 -0.140
O 6.01 -1.11 6.74 0.162
H 7.44 -0.93 -1.30 0.098
C 0.52 -4.94 1.29 -0.109
H -1.58 -6.71 -0.29 0.146
C 6.79 1.03 5.92 -0.379
C 1.52 -1.40 5.30 -0.308
H 1.11 4.99 -1.97 0.062
B 5.01 1.36 4.56 -0.851
C -4.45 1.91 0.74 -0.134
H 2.68 -2.23 0.66 0.117
C 1.33 -5.53 0.30 -0.089
C -5.81 0.52 -3.70 -0.112
H -6.78 -1.47 -4.03 0.102
H 2.49 0.33 -5.52 0.090
C 0.85 0.78 0.86 -0.070
H -7.44 6.14 -3.41 0.076
O 4.81 0.09 5.26 0.229
H -2.46 -3.64 -2.35 0.093
C -1.32 -2.73 -4.06 -0.123
H 1.96 1.21 -1.40 0.130
O 7.82 1.17 6.50 0.172
H -4.55 3.77 -0.26 0.139
C 5.15 -4.67 -0.51 -0.127
C 0.07 -2.78 -4.30 -0.086
H 2.39 -5.35 0.23 0.077
C -6.78 -0.52 -3.52 -0.105
H -2.02 -3.15 7.31 0.114
H -2.99 -3.02 4.85 0.096
N -7.41 1.29 -2.34 0.044
H 2.55 -1.31 4.93 0.100
C -2.18 -0.11 6.17 -0.126
C 4.50 -3.74 -2.43 -0.160
H -2.11 -2.41 -4.72 0.096
H -1.39 -0.82 7.99 0.145
H 0.94 -4.32 2.06 0.100
H -0.35 -0.47 2.21 0.092
H 0.61 -2.48 -5.18 0.093
H -1.26 0.83 1.51 0.088
H -1.25 1.13 -4.58 0.060
H -3.01 1.46 -2.19 0.087
C -7.73 0.01 -2.70 -0.142
C -0.73 0.20 -1.07 -0.091
H -4.15 -2.30 0.80 0.079
C -1.56 -3.37 -2.87 -0.148
H 5.56 1.39 -1.05 0.063
H 0.75 2.30 -5.13 0.085
C -4.30 -1.97 -1.30 -0.298
H 4.78 1.11 -4.26 0.106
H 5.56 -0.28 0.79 0.094
H -0.28 -4.42 -1.57 0.099
H -0.85 2.34 -1.14 0.095
H 3.60 -0.82 -1.67 0.111
H 0.73 -6.95 -1.32 0.115
H 1.01 1.80 0.51 0.122
C 3.81 1.58 -4.30 -0.161
H -1.07 4.32 1.67 0.085
C 2.41 3.24 -3.99 -0.148
C 5.81 -0.14 6.07 -0.403
N -0.76 -6.22 0.02 0.006
O 0.64 -1.97 4.34 -0.088
H 2.53 -1.92 7.13 0.075
O -4.56 -0.59 -1.14 -0.118
C -2.07 1.68 -2.71 -0.225
O 3.75 1.98 1.37 0.114
C -0.12 1.46 3.13 -0.063
O 4.96 1.17 3.07 0.236
C -0.84 1.50 -1.85 -0.175
N 3.67 2.79 -3.69 0.033
H 7.27 1.41 -1.08 0.074
H 0.76 -2.00 7.28 0.043
H -1.42 4.82 -0.92 0.087
H 4.35 3.39 -3.26 0.146
H 1.21 -0.37 5.52 0.104
C -6.21 1.59 -2.94 -0.142
H -0.22 -1.94 4.79 0.044
O 6.24 1.93 5.08 0.238
O 3.89 2.31 4.80 0.257
N 0.57 -0.09 -0.35 -0.169
H -0.29 2.49 2.79 0.053
C -0.27 0.57 1.90 -0.187
H 3.41 -0.20 -0.01 0.085
C 3.33 2.67 3.69 -0.391
H -5.54 3.86 -4.94 0.067
H -8.66 -0.45 -2.40 0.114
H -3.86 0.57 2.34 0.077
H -7.90 1.87 -1.70 0.151
H 2.81 4.60 0.04 0.106
H 2.30 -2.77 -1.02 0.083
H 1.43 -0.28 -2.28 0.135
H -4.10 4.66 -4.15 0.067
H -5.65 2.47 -2.69 0.105
C 0.61 -3.48 -3.25 -0.144
H 5.59 -2.67 -0.95 0.099
H -1.65 -5.21 1.67 0.109
C 1.61 -2.19 6.61 -0.072
N -0.38 -3.88 -2.41 0.037
C 2.65 1.21 -4.93 -0.096
C 1.73 4.60 0.07 -0.126
C 0.82 4.84 -0.94 -0.116
N -4.26 3.25 0.54 0.034
C -0.30 4.51 0.94 -0.160
```

Calculated values
Electronic energy   -97122.6401 eV
Highest occupied orbital energy   -8.16 eV
Relative energy (zero: lowest compared OMol25 entry of this formula, charge and spin)   0.0 kcal/mol